Record 1
{"formula": "C9H11N3", "method": "ωB97M-V with the def2-TZVPD basis set", "symbols": ["C", "C", "C", "C", "C", "C", "C", "C", "C", "N", "N", "N", "H", "H", "H", "H", "H", "H", "H", "H", "H", "H", "H"], "xyz": [[3.4804, 0.9091, -0.2882], [0.2099, -1.4808, -0.0592], [-0.0019, -0.1767, -0.1567], [0.7870, 0.8631, 0.3285], [1.4020, -2.0081, 0.6228], [-1.2784, 0.4487, -0.7937], [-1.6881, 1.4447, 0.2740], [-0.6743, 2.6070, 0.4970], [2.7077, -1.2990, 0.1635], [4.0613, 1.6474, -0.9333], [0.6569, 2.0310, 0.6840], [2.8863, 0.0774, 0.5078], [-0.2947, -2.2892, -0.6052], [1.2402, -1.7910, 1.6586], [1.4875, -3.0119, 0.4744], [-1.0514, 1.0743, -1.5922], [-2.1711, -0.3117, -1.0689], [-2.5346, 1.9228, -0.1548], [-1.7208, 0.8584, 1.1652], [-0.6798, 3.1350, -0.5273], [-0.9283, 3.2036, 1.3018], [3.6279, -1.7951, 0.5980], [2.9580, -1.2976, -0.9048]], "forces_ev_per_a": [[-0.53, -1.34, 0.67], [1.00, -0.89, -0.79], [-2.59, -1.12, -2.28], [3.27, 1.45, 2.00], [0.90, 3.39, -0.01], [-0.60, -1.81, 1.40], [0.50, 0.77, -0.24], [-0.31, -2.28, -3.80], [2.62, -0.55, -0.55], [1.26, 1.83, -1.58], [0.92, -1.36, -0.88], [-4.43, 1.19, 2.00], [-0.79, 0.99, 0.21], [0.41, -0.12, 0.96], [0.37, -2.78, -0.27], [0.58, 0.48, -2.18], [2.37, 1.61, 0.74], [-1.55, 0.24, 0.73], [-1.18, 0.08, 1.04], [0.35, -0.06, 1.82], [-0.47, 1.40, 1.39], [-1.17, -0.09, -0.06], [-0.94, -1.05, -0.30]], "multiplicity": 1, "de_lowest_kcal_mol": 133.00, "lumo_energy_ev": [-0.341, -0.341], "homo_lumo_gap_ev": [7.943, 7.945], "energy_ha": -513.62806}


Record 2
{"formula": "C9H11N3", "method": "ωB97M-V with the def2-TZVPD basis set", "symbols": ["C", "C", "C", "C", "N", "C", "N", "N", "C", "C", "C", "C", "H", "H", "H", "H", "H", "H", "H", "H", "H", "H", "H"], "xyz": [[3.0928, -1.4683, -0.4016], [1.7219, -0.8481, -0.2971], [1.5939, 0.5322, -0.0255], [0.3876, 1.0740, 0.3287], [0.0957, 2.3864, 0.7393], [-1.2924, 2.4479, 0.6428], [-1.8359, 1.2843, 0.2358], [-3.2047, 0.8611, 0.4760], [-0.8092, 0.3824, 0.0189], [-0.6908, -0.9203, -0.3178], [0.5232, -1.5102, -0.4107], [0.5697, -3.0287, -0.8005], [2.9624, -1.7403, -1.4199], [3.8803, -0.6880, -0.4139], [3.4480, -2.2102, 0.3530], [2.3384, 1.1325, 0.2525], [-1.9705, 3.3677, 0.8044], [-3.6450, 0.5231, -0.3344], [-3.0037, -0.0438, 1.1517], [-1.5870, -1.5292, -0.2955], [-0.3719, -3.4434, -0.8675], [1.0589, -3.2672, -1.7880], [0.9241, -3.7889, -0.0238]], "forces_ev_per_a": [[0.19, 1.20, 0.18], [0.23, 2.80, 1.73], [-1.75, -2.77, 0.78], [-2.25, 1.24, -1.27], [-3.71, 0.13, -0.71], [2.67, 1.62, 0.87], [-1.42, -1.62, -0.61], [2.76, -1.69, 4.02], [1.53, 1.77, 0.89], [-2.51, -0.91, 0.47], [1.30, -4.02, -1.27], [1.80, -0.21, 0.72], [1.16, -1.61, -0.98], [-0.59, -0.19, 0.11], [-0.92, 0.15, -0.91], [3.65, 2.02, 0.51], [1.48, -1.76, -0.03], [-0.18, -0.48, -1.57], [-1.24, 2.84, -2.14], [-0.03, -0.24, -0.58], [-2.61, -0.27, -0.62], [-0.16, 0.51, 1.10], [0.59, 1.49, -0.71]], "multiplicity": 1, "de_lowest_kcal_mol": 70.76, "lumo_energy_ev": 0.654, "smiles": "Cc1cc2ncn(N)c2cc1C", "homo_lumo_gap_ev": 8.973, "energy_ha": -513.72723}


Record 3
{"formula": "C9H11N4", "method": "ωB97M-V with the def2-TZVPD basis set", "symbols": ["C", "C", "C", "N", "C", "C", "C", "N", "C", "N", "N", "C", "C", "H", "H", "H", "H", "H", "H", "H", "H", "H", "H", "H"], "xyz": [[-1.6961, 1.8673, 0.9635], [-2.2673, 0.8876, 0.2284], [-3.5625, 1.1034, -0.5184], [-4.3116, 0.1394, -0.9689], [-4.0966, -1.1298, -0.6150], [-2.9979, -1.5512, 0.1032], [-1.9084, -0.6453, 0.2326], [-0.6741, -0.9827, 0.2322], [0.4890, -0.3613, 0.1013], [0.6793, 0.3875, -0.9240], [2.1317, 0.4113, -1.3130], [2.8628, -0.5014, -0.3958], [1.7282, -0.9663, 0.6261], [-2.2032, 2.8360, 0.9328], [-1.0783, 1.8034, 1.8557], [-3.8057, 2.1068, -0.5861], [-4.7695, -1.8684, -1.0410], [-3.0153, -2.5937, 0.4588], [2.4427, 1.4760, -1.2268], [2.1625, 0.0502, -2.2533], [3.7475, 0.0872, 0.0638], [3.2542, -1.3517, -0.8862], [1.7667, -2.0797, 0.6651], [2.0227, -0.5745, 1.5861]], "forces_ev_per_a": [[-1.93, -0.15, 0.22], [-0.73, -2.16, 0.08], [1.54, -2.79, 0.33], [-0.23, 3.59, 0.06], [2.06, -1.74, 0.68], [-1.59, -0.89, -0.43], [0.78, 3.35, 0.40], [-1.12, -1.34, 1.55], [0.83, -1.23, -1.95], [0.36, 1.53, -1.77], [-0.83, 2.34, 1.77], [0.42, 1.35, 2.56], [2.82, -0.48, 0.14], [0.33, -0.05, -0.40], [0.55, -0.59, -0.59], [-1.06, 1.86, -0.59], [-0.22, 0.11, 0.41], [0.70, 0.61, -0.42], [-0.61, -2.93, -0.66], [0.01, 0.47, -0.64], [-1.61, -1.11, -0.55], [0.36, -0.62, -0.90], [-0.61, 0.93, 0.10], [-0.24, -0.05, 0.59]], "multiplicity": 1, "de_lowest_kcal_mol": 102.02, "charge": 1, "lumo_energy_ev": [-4.499, -4.498], "smiles": "C=C1C=NC=C/C1=N/C1=N[NH2+]CC1", "homo_lumo_gap_ev": [7.555, 7.557], "energy_ha": -568.18435}


Record 4
{"formula": "C9H11N5O3S", "method": "ωB97M-V with the def2-TZVPD basis set", "symbols": ["C", "S", "C", "C", "C", "N", "H", "H", "H", "H", "H", "H", "H", "C", "O", "C", "N", "C", "N", "O", "N", "O", "C", "C", "N", "H", "H", "H", "H"], "xyz": [[0.7706, 1.6450, 2.2143], [0.4346, 0.0305, 1.3239], [1.7091, -0.9295, 2.2029], [-1.2165, -0.6891, 1.9980], [-2.1764, 0.3530, 1.5766], [-2.9868, 1.0638, 1.1218], [0.0867, 2.4307, 1.8995], [0.8079, 1.5979, 3.3166], [1.7644, 1.9716, 1.8513], [1.4603, -1.9586, 1.9624], [2.6361, -0.6210, 1.6786], [1.7248, -0.7209, 3.2828], [-1.1296, -0.7613, 3.1239], [-2.8565, -2.0063, -2.0075], [-3.8504, -2.5289, -1.1025], [-3.3846, -2.6823, 0.1639], [-4.2889, -3.2785, 0.9553], [-3.8604, -3.4930, 2.1742], [-4.6873, -3.7283, 3.2820], [-3.8769, -3.4652, 4.3532], [-2.4841, -2.9908, 3.9301], [-1.7262, -2.7071, 4.8548], [-2.5711, -2.9946, 2.5937], [-1.6747, -2.2395, 1.7508], [-2.2070, -2.2059, 0.4358], [-3.3758, -1.9375, -2.9341], [-2.4771, -0.9965, -1.6702], [-1.9642, -2.6875, -2.1200], [-0.6276, -2.6058, 1.8438]], "forces_ev_per_a": [[0.21, 0.09, -0.23], [-0.46, -0.07, 1.45], [-0.02, 0.37, -0.78], [-0.74, 1.28, 2.91], [-1.57, 0.37, -0.88], [1.90, -1.27, 1.09], [-0.34, -0.35, -0.10], [-0.26, -0.51, -0.58], [-0.38, -0.50, 0.05], [0.30, -0.18, 0.21], [-0.36, -0.36, 0.57], [-0.11, -0.11, -0.51], [0.23, 0.95, -0.83], [0.81, 0.27, 0.76], [1.41, 0.24, 0.03], [-1.23, -0.59, 0.32], [-0.13, -0.55, -1.61], [-1.83, 1.61, 3.01], [3.27, 0.52, -2.50], [1.71, -0.09, 0.48], [-3.35, -1.05, -0.31], [0.13, 0.19, -1.10], [-0.10, 0.58, 3.65], [1.78, 0.47, -3.29], [1.26, -0.15, -0.52], [-0.28, 0.17, -0.77], [-0.51, -1.09, -0.40], [-0.98, 0.57, 0.27], [-0.34, -0.78, -0.40]], "multiplicity": 1, "lumo_energy_ev": -1.024, "homo_lumo_gap_ev": 5.938, "energy_ha": -1246.91354}


Record 5
{"formula": "C9H11N5SSe2Te2Zn", "method": "ωB97M-V with the def2-TZVPD basis set", "symbols": ["Zn", "C", "C", "N", "N", "C", "N", "S", "C", "C", "C", "C", "C", "N", "H", "H", "H", "H", "H", "H", "H", "H", "H", "H", "Se", "Te", "Te", "Se", "N", "C", "H"], "xyz": [[0.0946, 1.5763, 0.6760], [-0.9335, -2.1882, -1.6806], [-0.4515, -1.1259, -0.7418], [-0.9469, 0.0439, -0.6526], [-1.9498, 0.4287, -1.4817], [-2.4541, 1.7010, -1.3865], [-3.3012, 2.0021, -2.3946], [-2.0935, 2.7699, -0.1688], [0.7573, -1.3584, 0.1055], [1.5138, -2.5077, -0.0130], [2.6775, -2.6192, 0.7429], [3.0337, -1.5900, 1.5851], [2.2151, -0.4663, 1.6484], [1.1098, -0.3605, 0.9239], [-2.0008, -2.0936, -1.8800], [-0.7827, -3.1768, -1.2538], [-0.3917, -2.1470, -2.6296], [-2.1643, -0.1367, -2.2886], [-3.3103, 1.4690, -3.2476], [-3.6195, 2.9544, -2.4434], [1.2267, -3.2971, -0.6911], [3.2937, -3.5049, 0.6600], [3.9338, -1.6327, 2.1820], [2.4397, 0.3835, 2.2821], [0.8871, 2.9130, 2.5544], [2.5348, 4.3698, 1.3279], [3.5543, 2.4810, -0.2975], [1.4178, 1.9657, -1.4857], [-2.1423, 1.0269, 3.3969], [-1.5238, 0.7132, 2.4674], [-2.6236, 1.4062, 4.1843]], "forces_ev_per_a": [[0.41, 0.19, -0.41], [0.01, -0.01, -0.03], [0.29, -0.09, 0.17], [-0.27, -0.03, 0.00], [0.10, 0.18, 0.34], [0.13, -0.17, -0.16], [-0.09, 0.12, 0.09], [-0.05, -0.16, -0.08], [-0.33, 0.07, -0.19], [0.17, -0.08, 0.08], [-0.10, -0.10, -0.11], [0.03, 0.15, 0.10], [-0.02, -0.04, -0.03], [-0.09, 0.03, 0.04], [-0.01, 0.00, 0.00], [0.00, 0.01, 0.00], [-0.01, 0.02, 0.01], [0.01, 0.02, -0.06], [0.00, -0.01, -0.01], [0.00, 0.00, 0.00], [0.02, -0.01, 0.01], [0.00, 0.01, 0.00], [-0.01, 0.00, 0.00], [0.02, -0.01, 0.01], [-0.08, -0.08, 0.05], [0.01, -0.03, -0.02], [0.03, 0.03, 0.02], [-0.08, 0.03, 0.06], [-0.01, -0.01, 0.02], [-0.11, -0.03, 0.09], [0.01, 0.00, 0.01]], "multiplicity": 1, "lumo_energy_ev": -0.448, "homo_lumo_gap_ev": 5.825, "energy_ha": -8139.81360}


Record 6
{"formula": "C9H11NO", "method": "ωB97M-V with the def2-TZVPD basis set", "symbols": ["C", "N", "C", "C", "O", "C", "C", "C", "C", "C", "C", "H", "H", "H", "H", "H", "H", "H", "H", "H", "H", "H"], "xyz": [[-3.1946, -0.4282, -0.1642], [-1.8164, -0.0256, -0.2581], [-1.7234, 1.4464, -0.3547], [-0.8817, -0.7824, 0.4230], [-1.2684, -1.7912, 1.0812], [0.6048, -0.4721, 0.2843], [1.1616, 0.6631, 0.7723], [2.5221, 0.9972, 0.5819], [3.3456, -0.0199, -0.0282], [2.8051, -1.1791, -0.4984], [1.3298, -1.4720, -0.3771], [-3.7053, -0.2118, 0.8835], [-3.2625, -1.5332, -0.2343], [-3.4890, -0.2098, -1.0713], [-1.9350, 2.1575, 0.5490], [-0.4956, 1.5706, -0.6599], [-2.4572, 1.8566, -1.2021], [0.4753, 1.5433, 1.4489], [2.9436, 1.7458, 0.6907], [4.4714, 0.4014, -0.0972], [3.4841, -1.8067, -1.1673], [1.0858, -2.4499, -0.6020]], "forces_ev_per_a": [[1.14, -3.46, 5.47], [0.12, 1.44, 1.51], [2.82, 1.50, -2.09], [-1.14, -2.10, 1.96], [1.33, 2.38, -1.85], [-1.88, -2.65, -0.85], [0.41, 5.38, 2.51], [-7.16, -15.34, -3.01], [1.22, 3.52, 0.81], [-1.54, -1.65, -1.56], [5.25, 3.54, 1.24], [0.65, 0.29, -2.56], [0.40, 0.38, 0.47], [-3.19, 2.29, -4.01], [0.33, -1.92, -1.03], [-3.80, 0.45, 0.57], [1.86, -1.12, 1.61], [1.92, -2.97, -2.33], [6.34, 13.00, 2.81], [-2.52, -1.83, -0.31], [-1.21, 0.37, 1.32], [-1.36, -1.49, -0.69]], "multiplicity": 1, "de_lowest_kcal_mol": 111.09, "lumo_energy_ev": 0.706, "smiles": "CN(C)C(=O)c1ccccc1", "homo_lumo_gap_ev": 9.848, "energy_ha": -479.36759}